DFT (ωB97M-V/def2-TZVPD) results for a cluster of 3 separate species, C18H44BrN3O5S in total.

Each line ends with the Mulliken charge.
Positions of all 72 atoms, in Å:
C1 3.06 -5.47 -0.05  -0.593
O1 1.80 -6.05 -0.31  -0.360
C2 1.48 -6.22 -1.67  -0.638
C3 1.01 -4.94 -2.38  -0.829
N1 0.30 -4.02 -1.47  0.252
S1 1.08 -2.49 -1.37  -0.243
C4 -1.12 -3.82 -1.82  -0.695
C5 -2.02 -4.93 -1.34  0.014
C6 -1.80 -5.29 0.11  -1.118
Br1 -1.92 -6.56 -2.42  -0.181
H1 3.47 -5.94 0.84  0.243
H2 3.75 -5.63 -0.88  0.320
H3 2.98 -4.40 0.12  0.144
H4 2.36 -6.61 -2.21  0.481
H5 0.71 -6.99 -1.71  0.244
H6 0.35 -5.22 -3.19  0.375
H7 1.87 -4.43 -2.82  0.589
H8 1.31 -2.46 -0.05  0.064
H9 -1.45 -2.94 -1.28  0.178
H10 -1.26 -3.62 -2.89  0.354
H11 -3.05 -4.61 -1.51  0.449
H12 -1.77 -4.38 0.71  0.278
H13 -2.61 -5.92 0.48  0.422
H14 -0.86 -5.82 0.24  0.235
C7 -1.42 4.99 -4.31  -0.739
O2 -1.08 3.70 -4.75  -0.357
C8 0.27 3.32 -4.49  -0.804
C9 0.34 2.16 -3.53  -0.196
N2 -0.12 2.56 -2.21  -0.211
C10 -0.23 1.47 -1.25  -0.559
C11 -1.26 0.39 -1.53  -0.071
O3 -2.60 0.83 -1.45  -0.481
C12 -3.15 1.33 -2.65  -0.647
H15 -2.44 5.18 -4.62  0.246
H16 -1.36 5.09 -3.22  0.302
H17 -0.77 5.75 -4.76  0.357
H18 0.83 4.18 -4.10  0.422
H19 0.73 3.03 -5.44  0.390
H20 1.37 1.82 -3.45  0.352
H21 -0.25 1.34 -3.96  0.194
H22 -1.02 3.02 -2.30  0.116
H23 -0.46 1.91 -0.27  0.146
H24 0.75 1.00 -1.15  0.223
H25 -1.15 -0.38 -0.75  0.184
H26 -1.08 -0.12 -2.49  0.311
H27 -2.73 0.83 -3.53  0.290
H28 -2.99 2.41 -2.77  0.200
H29 -4.22 1.15 -2.63  0.292
C13 1.04 5.08 5.64  -0.743
O4 1.41 3.73 5.82  -0.355
C14 0.36 2.88 6.24  -0.801
C15 0.06 1.84 5.19  -0.177
N3 -0.50 2.45 4.00  -0.315
C16 -0.68 1.54 2.87  -0.880
C17 0.56 0.92 2.25  -0.300
O5 1.42 1.86 1.62  -0.354
C18 2.40 2.45 2.44  -0.681
H30 1.95 5.63 5.40  0.246
H31 0.32 5.21 4.83  0.311
H32 0.62 5.51 6.56  0.356
H33 -0.54 3.47 6.45  0.421
H34 0.66 2.39 7.17  0.392
H35 -0.66 1.13 5.59  0.344
H36 0.99 1.29 5.00  0.194
H37 0.10 3.22 3.71  0.152
H38 -1.21 2.09 2.09  0.466
H39 -1.34 0.73 3.19  0.398
H40 0.23 0.23 1.47  0.112
H41 1.13 0.33 2.98  0.473
H42 2.73 1.77 3.23  0.316
H43 2.05 3.38 2.91  0.217
H44 3.26 2.69 1.81  0.264

Values from the calculation:
SMILES string	COCCN(S)C[C@H](C)Br.COCCNCCOC.COCCNCCOC
E_HOMO	-8.50	eV
calculated total energy	-114961.094	eV
frontier orbital gap	9.085	eV
relative energy (zero: lowest compared OMol25 entry of this formula, charge and spin)	5.51	kcal/mol